Entry 1:
173
Properties=species:S:1:pos:R:3:mulliken_charge:R:1 method="wB97M-V/def2-TZVPD" lumo_energy_ev=-0.943 energy_ev=-127599.87279 homo_ev=-8.400
C -2.25400 1.43285 1.88570 -0.70
C -0.98094 0.73325 1.55743 0.48
N -0.69403 -0.04818 0.28822 1.38
C 0.74504 -0.50829 0.19929 -0.32
C 1.37266 -1.72780 1.15647 0.59
C 2.94382 -2.24642 1.04351 -0.78
C 3.88471 -1.48433 -0.10255 -0.39
C 3.29547 -0.27075 -1.07666 -0.10
C 4.31963 0.38358 -2.18827 0.62
C 5.72713 0.95759 -1.56398 -0.47
F 4.69005 -0.66457 -3.20529 -0.49
C 1.71133 0.23090 -0.90041 -0.12
C 1.09136 1.47399 -1.82520 -0.07
C 1.11202 2.81658 -0.88221 -0.48
C 2.59285 3.25339 -0.33011 -0.23
C 2.81741 2.89895 1.28200 0.05
C 4.38369 2.43452 1.61174 -0.17
C 5.46438 3.64988 1.40154 -0.17
C 6.87524 3.42266 2.24161 -0.46
C 7.81769 2.21439 1.57431 -0.12
O 8.89037 2.76621 0.72837 -0.36
C 8.57556 2.66839 -0.70608 -0.09
S 0.10413 -2.49714 2.36088 0.07
C -1.48128 -2.53455 1.29488 0.33
C -2.50354 -3.81396 1.37029 -0.22
C -3.82400 -3.78990 0.38103 -1.89
I -5.14521 -5.56718 0.50775 0.12
C -4.09843 -2.51179 -0.65423 0.85
C -5.41319 -2.53086 -1.67661 -0.43
C -5.01368 -2.39725 -3.26376 -0.25
C -5.77144 -1.09471 -3.91009 0.79
C -6.71051 -1.50872 -5.22848 -0.72
O -6.58026 -0.38538 -6.17448 -0.28
C -7.56072 0.68995 -5.83137 0.12
O -7.34892 1.57103 -4.82809 -0.51
C -3.02696 -1.22769 -0.67905 -0.30
C -3.21448 0.05348 -1.68863 0.80
C -4.09989 1.40297 -1.40125 -0.21
C -4.14095 2.63431 -2.53215 -0.37
C -3.32940 2.54298 -3.98913 -0.85
C -2.45404 1.17463 -4.28633 -0.10
C -2.40048 -0.00981 -3.13818 -0.46
C -1.67579 -1.21088 0.30664 -0.51
H -2.23380 2.37317 2.61756 0.20
H -3.33037 1.11962 1.50339 -0.09
H -0.11684 0.77532 2.37522 0.09
H 3.37036 -3.11856 1.72002 0.38
H 5.01171 -1.80188 -0.28561 0.21
H 3.83503 1.28417 -2.80288 0.26
H 5.62793 2.07867 -1.19986 0.02
H 5.97711 0.28853 -0.62282 0.06
H 6.60489 0.94791 -2.35835 0.40
H 1.67259 1.59561 -2.83800 0.45
H -0.04439 1.28396 -2.11885 -0.44
H 0.70376 3.72738 -1.52167 0.42
H 0.36414 2.71592 0.03486 0.02
H 2.73670 4.42299 -0.43270 0.40
H 3.40215 2.73367 -0.99666 -0.27
H 2.53132 3.83540 1.95346 0.27
H 2.07867 2.01661 1.55265 -0.26
H 4.63194 1.47183 0.95339 -0.22
H 4.38886 2.04173 2.73479 0.34
H 4.96725 4.63413 1.84593 0.41
H 5.65829 3.76347 0.24120 0.01
H 6.69328 3.25347 3.40529 0.34
H 7.50501 4.42890 2.15054 0.08
H 7.13533 1.46866 0.94003 -0.16
H 8.26880 1.63390 2.49624 0.27
H 7.51856 3.17254 -0.87236 -0.06
H 9.36867 3.29163 -1.33256 0.18
H 8.53064 1.54242 -1.09608 0.17
H -2.22770 -4.68192 2.11653 0.31
H -6.11715 -1.63601 -1.32614 0.11
H -6.06489 -3.50402 -1.57075 0.23
H -5.42734 -3.37235 -3.81459 0.54
H -3.84520 -2.39519 -3.46323 0.04
H -6.51728 -0.54591 -3.17110 -0.14
H -5.00323 -0.29807 -4.29613 -0.39
H -6.22221 -2.46368 -5.72718 0.36
H -7.82820 -1.74254 -4.91423 0.26
H -8.55594 0.70819 -6.48555 0.33
H -4.71408 1.51782 -0.40530 0.32
H -4.74069 3.64231 -2.35707 0.28
H -3.35787 3.42178 -4.78002 0.36
H -1.87048 1.07921 -5.32154 0.21
H -1.73849 -0.95464 -3.39850 0.26
O -4.04522 1.91398 -6.66000 -0.64
H -4.72302 1.86425 -5.96930 0.19
H -4.35153 1.28866 -7.33390 0.32
O 0.66963 -2.54728 5.81444 -0.58
H 0.61445 -3.41200 6.24821 0.34
H 0.31632 -2.70791 4.92654 0.21
O 7.24101 -1.45760 -2.98923 -0.64
H 6.27640 -1.48961 -2.90289 0.34
H 7.56331 -1.76453 -2.12847 0.30
O 4.04982 -2.54656 5.62358 -0.61
H 3.08521 -2.57857 5.70992 0.32
H 4.37212 -2.85348 6.48434 0.29
O 4.21148 -3.03018 8.90119 -0.61
H 5.00611 -3.55795 9.07139 0.30
H 3.88161 -2.81193 9.78580 0.31
O -7.44976 2.01423 -1.95264 -0.49
H -7.22715 1.98394 -2.89523 0.32
H -8.06094 2.76272 -1.88047 0.26
O -3.91440 -9.02445 1.69894 -0.62
H -4.40215 -9.82787 1.46325 0.34
H -4.47368 -8.30562 1.36806 0.20
O -3.39479 -10.95113 -0.20138 -0.67
H -2.83927 -11.41517 0.44283 0.32
H -2.91930 -10.12320 -0.36700 0.34
O -2.57751 -4.59492 -2.40151 -0.60
H -1.78288 -5.12269 -2.23131 0.31
H -2.90738 -4.37666 -1.51690 0.33
O 2.17053 4.82174 4.02934 -0.61
H 1.20593 4.78973 4.11568 0.25
H 2.49284 4.51481 4.89010 0.32
O 10.19372 5.25992 2.34443 -0.65
H 11.04492 5.54668 1.98087 0.31
H 9.84121 4.66024 1.66981 0.35
O -4.28438 5.97570 -2.71233 -0.56
H -3.75772 6.75706 -2.48640 0.33
H -4.67898 6.19908 -3.56870 0.27
O 1.13147 -5.66056 2.02961 -0.67
H 1.35408 -5.69085 1.08702 0.34
H 0.52030 -4.91207 2.10178 0.30
O -5.53241 -1.93704 2.78380 -0.60
H -5.39855 -2.77495 2.31590 0.25
H -5.67508 -1.29289 2.07407 0.31
O -1.73389 2.37134 -8.51245 -0.64
H -2.41168 2.32161 -7.82175 0.40
H -2.04019 1.74602 -9.18635 0.29
O -4.51458 1.15311 3.98739 -0.61
H -5.00234 0.34968 3.75171 0.30
H -5.07386 1.87194 3.65652 0.30
O 9.96283 6.09700 -0.55724 -0.61
H 9.62216 6.69411 0.12566 0.31
H 9.38537 6.25838 -1.31847 0.29
O -1.09247 -4.40259 5.27437 -0.58
H -1.41040 -3.99806 6.09548 0.31
H -1.88721 -4.79715 4.88488 0.27
O -3.35043 7.55214 -0.58705 -0.65
H -4.31504 7.52013 -0.50071 0.32
H -3.02813 7.24522 0.27371 0.29
O 11.16883 3.27930 -2.94278 -0.65
H 11.72435 2.81525 -2.29857 0.32
H 11.64432 4.10723 -3.10840 0.31
O 5.13829 5.97069 3.28352 -0.55
H 4.29605 6.00560 3.76139 0.25
H 5.54283 6.83357 3.45896 0.25
O 1.45532 -8.06598 -0.35294 -0.72
H 2.24994 -8.59375 -0.18274 0.36
H 1.12544 -7.84773 0.53167 0.34
O -7.68567 1.02683 0.99298 -0.61
H -7.46306 0.99654 0.05039 0.34
H -8.29685 1.77533 1.06515 0.29
O -5.48707 8.99851 -1.95189 -0.60
H -4.96041 9.77987 -1.72596 0.32
H -5.88167 9.22189 -2.80826 0.30
O -2.16339 -7.04832 -3.90594 -0.63
H -1.94078 -7.07861 -4.84853 0.30
H -2.77456 -6.29982 -3.83377 0.33
O 1.71142 -10.80713 -0.47396 -0.62
H 1.22367 -11.61055 -0.70965 0.30
H 1.15214 -10.08830 -0.80484 0.35
O 2.05586 0.51330 5.41262 -0.57
H 1.95987 -0.09670 4.66588 0.29
H 2.06357 -0.06655 6.18896 0.29
O -0.56423 -1.60977 8.64094 -0.64
H -0.34163 -1.64006 7.69835 0.33
H -1.17541 -0.86127 8.71311 0.32
O -9.98263 0.05115 3.17814 -0.64
H -9.52583 -0.79241 3.31483 0.32
H -9.54450 0.43144 2.40199 0.32

---

Entry 2:
13
Properties=species:S:1:pos:R:3:nbo_charge:R:1 method="wB97M-V/def2-TZVPD" lumo_energy_ev=0.692 energy_ev=-16582.80613 relative_energy_kj_mol=398.02 smiles="C=CSN.C#C" homo_ev=-8.549
C 1.34319 0.75334 0.74650 -0.33
C 0.13373 0.37659 1.14160 -0.43
S -0.52929 -1.17735 0.65191 0.41
N -0.63144 -2.13558 2.00856 -1.02
H 1.70413 1.82816 0.81536 0.20
H 2.17921 0.08392 0.50432 0.20
H -0.59583 1.12223 1.46390 0.20
H 0.21318 -2.69394 2.12228 0.38
H -1.04105 -1.69160 2.92346 0.39
C -0.99057 0.98215 -2.61752 -0.25
C -0.40120 0.76114 -3.59365 -0.22
H -1.64547 1.24810 -1.78106 0.24
H 0.26140 0.54284 -4.38566 0.23

---

Please write out number 2 again, unchanged.
13
Properties=species:S:1:pos:R:3:nbo_charge:R:1 method="wB97M-V/def2-TZVPD" lumo_energy_ev=0.692 energy_ev=-16582.80613 relative_energy_kj_mol=398.02 smiles="C=CSN.C#C" homo_ev=-8.549
C 1.34319 0.75334 0.74650 -0.33
C 0.13373 0.37659 1.14160 -0.43
S -0.52929 -1.17735 0.65191 0.41
N -0.63144 -2.13558 2.00856 -1.02
H 1.70413 1.82816 0.81536 0.20
H 2.17921 0.08392 0.50432 0.20
H -0.59583 1.12223 1.46390 0.20
H 0.21318 -2.69394 2.12228 0.38
H -1.04105 -1.69160 2.92346 0.39
C -0.99057 0.98215 -2.61752 -0.25
C -0.40120 0.76114 -3.59365 -0.22
H -1.64547 1.24810 -1.78106 0.24
H 0.26140 0.54284 -4.38566 0.23